Molecular formula: C6H14NO4S2
Method: DFT, ωB97M-V/def2-TZVPD

```
27
Properties=species:S:1:pos:R:3
C 1.39 1.69 -1.03
C 2.21 3.11 0.87
C -0.36 -4.22 0.11
C 1.08 2.65 -0.02
C -0.97 -3.06 0.93
C -0.96 -1.70 0.28
N -1.52 2.02 -1.05
O -0.39 0.26 -2.61
O 0.15 2.63 -2.92
O 1.12 -0.72 1.86
O -0.66 0.84 1.38
S -0.15 1.58 -1.98
S 0.24 -0.26 0.81
H 2.77 3.92 0.29
H 2.79 2.22 1.02
H 2.04 3.62 1.78
H -0.73 -4.12 -1.07
H 0.70 -4.28 0.02
H -0.71 -5.20 0.61
H 0.35 3.44 -0.37
H 0.37 1.97 0.51
H -0.55 -3.13 1.91
H -1.97 -3.31 1.14
H -0.57 -1.72 -0.77
H -2.00 -1.31 0.17
H -2.23 1.68 -1.59
H -1.44 1.41 -0.26
```

Calculated total energy: -1388.968926 Eh
Net charge: -1
Energy above the lowest of the compared OMol25 structures with the same formula, charge and spin: 506.0 kJ/mol
Largest force on an atom: 3.63 eV/A
Orbital gap (alpha / beta): 7.68 / 7.67 eV
E_LUMO (alpha / beta): 3.24 / 3.24 eV